I2S2 | wB97M-V/def2-TZVPD

relative energy (zero: lowest compared OMol25 entry of this formula, charge and spin) = 73.86 kcal/mol
HOMO energy (alpha / beta) = -8.29 / -8.27 eV
gap between HOMO and LUMO (alpha / beta) = 0.1642 / 0.1648 hartree
total energy = -37868.95094 eV
M = 317.94 g mol⁻¹
LUMO energy (alpha / beta) = -0.141 / -0.139 Eh

Bonds (Å) are listed after each position.
Geometry (Å):
1 I 2.6413 0.3911 -0.0060  S4 2.316
2 S -0.9424 1.2223 0.2734  I3 2.350
3 I -2.9742 0.0736 0.0034  S2 2.350
4 S 1.1977 -1.3940 0.3038  I1 2.316